# 1
Computed, not measured: a cluster of 5 separate species, C75H50BrClF10N2O9S in total in a non-equilibrium geometry, with ωB97M-V/def2-TZVPD.

Atoms and positions in Å:
Br  -4.603  1.931  -2.117
Cl  -5.422  -2.034  -3.605
S  -5.913  -9.330  3.246
F  -5.554  -8.806  4.699
F  -8.392  -4.231  -0.011
F  -7.418  -9.495  3.700
F  -5.017  -7.954  0.660
F  -5.614  -10.795  3.729
F  -6.357  -6.747  3.683
F  -6.265  -9.893  1.827
F  -4.392  -9.186  2.843
F  -6.010  -6.043  0.919
F  -7.508  -7.620  2.079
O  -1.817  -0.378  -2.221
O  -8.435  -2.127  0.480
O  3.513  -0.766  -2.517
O  3.733  8.091  6.527
O  8.719  6.775  3.666
O  4.205  -10.707  -8.558
O  2.554  -5.709  -7.578
O  -0.161  11.722  5.948
O  3.741  5.629  2.066
N  -3.794  -0.503  2.438
N  -3.501  1.649  0.636
C  7.001  9.145  0.683
C  1.657  0.384  -1.627
C  2.006  -2.507  -4.108
C  5.625  7.023  1.824
C  2.956  -6.835  -7.790
C  0.483  2.383  -0.100
C  3.939  -8.514  -9.377
C  6.670  3.690  5.606
C  0.342  10.016  3.787
C  2.932  -7.873  -6.721
C  4.464  -8.837  -10.622
C  2.454  1.258  -0.899
C  0.741  10.919  6.066
C  -3.090  0.560  2.714
C  -6.287  -7.566  2.634
C  -7.864  -3.015  -0.020
C  3.288  9.853  8.653
C  3.340  -9.183  -6.984
C  3.493  -7.215  -9.126
C  0.267  0.500  -1.572
C  2.869  8.932  6.385
C  2.398  8.167  4.072
C  3.282  -10.141  -5.981
C  5.034  7.769  0.813
C  -7.788  -0.783  -2.682
C  2.305  -0.659  -2.474
C  1.312  11.783  8.324
C  6.806  5.431  3.960
C  -6.560  -2.959  -0.740
C  6.917  7.333  2.255
C  -5.141  -1.671  0.826
C  3.035  10.768  9.661
C  3.558  -6.254  -10.127
C  1.426  -1.562  -3.271
C  3.857  -9.569  -8.328
C  -8.394  -1.482  -3.900
C  2.051  11.737  9.493
C  2.490  -7.529  -5.449
C  4.778  4.146  4.194
C  7.582  6.532  3.322
C  5.720  8.828  0.244
C  -5.200  -2.807  1.805
C  -6.249  -0.700  -2.687
C  1.204  -3.361  -4.847
C  0.035  -1.471  -3.183
C  -5.623  -0.630  -1.319
C  0.650  9.152  2.749
C  -5.298  -7.008  1.576
C  5.499  5.149  3.557
C  -4.385  -0.527  1.207
C  -4.872  0.460  -0.943
C  1.868  2.254  -0.136
C  -2.941  1.622  1.814
C  7.391  4.692  4.979
C  1.684  8.231  2.889
C  1.066  9.963  4.971
C  -0.765  -2.338  -3.915
C  4.536  -7.873  -11.612
C  -0.317  1.506  -0.812
C  5.362  3.422  5.219
C  -4.192  -4.955  2.652
C  2.835  -9.794  -4.718
C  4.078  -6.583  -11.367
C  1.559  10.865  7.311
C  7.600  8.398  1.683
C  -0.610  -0.446  -2.317
C  2.446  -8.485  -4.450
C  4.862  5.907  2.447
C  -5.764  -1.728  -0.400
C  2.558  9.903  7.473
C  2.093  9.027  5.117
C  -4.030  -6.379  2.114
C  -0.181  -3.280  -4.745
C  -4.242  0.548  0.321
C  -4.093  -3.860  1.572
H  3.763  3.940  3.885
H  3.083  -2.567  -4.181
H  -0.805  -3.953  -5.319
H  -6.007  -3.858  -0.505
H  -1.395  1.601  -0.785
H  4.130  -5.833  -12.145
H  -2.610  0.615  3.680
H  -4.224  -4.288  0.585
H  3.199  7.449  4.186
H  0.543  12.531  8.189
H  -1.842  -2.267  -3.835
H  2.793  -10.541  -3.937
H  1.657  -4.091  -5.507
H  7.533  9.978  0.242
H  2.490  2.938  0.427
H  1.862  12.457  10.278
H  2.107  -8.213  -3.459
H  3.590  -11.155  -6.194
H  -3.372  -4.792  3.345
H  0.029  3.172  0.486
H  1.932  7.559  2.077
H  -7.892  -1.182  -4.814
H  -2.332  2.467  2.106
H  3.530  1.157  -0.937
H  7.126  3.118  6.403
H  4.054  9.100  8.776
H  -3.558  -6.999  2.868
H  8.406  4.909  5.280
H  0.087  9.197  1.826
H  -8.119  0.252  -2.723
H  3.606  10.730  10.579
H  -3.341  -6.353  1.275
H  -9.428  -1.165  -3.994
H  -5.996  0.180  -3.245
H  2.184  -6.513  -5.246
H  -5.061  -2.457  2.819
H  8.596  8.639  2.025
H  5.258  9.409  -0.542
H  4.815  -9.842  -10.808
H  -3.152  -3.326  1.641
H  -6.795  -3.014  -1.797
H  -8.336  -2.559  -3.804
H  4.037  7.519  0.476
H  4.949  -8.125  -12.580
H  -6.166  -3.304  1.807
H  3.203  -5.252  -9.929
H  -8.178  -1.183  -1.760
H  -0.458  10.736  3.683
H  4.798  2.645  5.718
H  -5.099  -4.811  3.226

E_LUMO = -0.04141 Eh
SMILES string = CC[C@H](Cl)c1c(CC(=O)F)c(CCCCC(F)(F)C(F)(F)S(F)(F)(F)(F)F)c2nccnc2c1Br.O=C1c2ccccc2C(=O)c2ccccc21.O=C1c2ccccc2C(=O)c2ccccc21.O=C1c2ccccc2C(=O)c2ccccc21.O=C1c2ccccc2C(=O)c2ccccc21
HOMO energy = -8.82 eV
multiplicity = 1
calculated total energy = -220571.36808 eV

***

# 2
Computed, not measured: a cluster of 10 separate species, C75H85ClF9NO7 in total in a non-equilibrium geometry, with ωB97M-V/def2-TZVPD.

Atoms and positions in Å:
Cl  -1.982  0.582  -4.595
F  3.619  -7.077  -6.773
F  -8.066  5.484  2.314
F  4.564  -1.896  -6.196
F  -6.249  -2.964  -3.883
F  4.899  3.340  5.241
F  -4.496  -6.255  4.940
F  6.235  -0.575  7.543
F  10.556  1.611  2.537
F  0.126  -4.375  -1.688
O  -5.025  0.423  0.820
O  -4.328  1.350  3.473
O  -2.972  2.711  4.533
O  -2.102  0.255  1.820
O  -1.883  4.564  0.612
O  1.320  -1.362  2.249
O  -4.535  -1.649  0.087
N  -0.742  -1.130  3.178
C  2.000  -5.707  -2.188
C  3.338  -5.792  -2.547
C  -8.232  7.424  0.993
C  -7.027  2.416  1.158
C  0.157  -1.525  2.139
C  -3.955  -0.411  0.503
C  12.672  1.490  1.518
C  -6.678  -5.622  -6.295
C  -8.437  6.774  2.194
C  12.597  4.242  1.133
C  -0.128  -1.347  4.491
C  -0.738  2.647  2.238
C  11.587  2.235  1.935
C  -5.527  -4.293  5.728
C  6.939  5.972  3.836
C  -2.942  4.876  -0.258
C  1.426  -4.460  -2.031
C  3.521  -0.797  4.472
C  0.043  3.103  0.982
C  4.819  0.519  6.015
C  7.939  -0.966  -7.088
C  2.650  -5.143  -5.844
C  -4.728  -4.442  3.458
C  -5.166  -3.147  3.220
C  5.859  -1.999  -6.544
C  8.510  -2.221  -7.255
C  8.073  3.863  3.595
C  5.931  3.965  4.637
C  -9.388  8.742  3.149
C  -1.285  0.233  2.972
C  3.223  -5.235  -8.184
C  2.150  -3.299  -2.217
C  8.036  5.238  3.405
C  13.730  2.134  0.893
C  11.533  3.602  1.750
C  -3.738  -2.345  -0.860
C  7.744  -3.364  -7.065
C  6.602  -0.851  -6.734
C  5.343  -0.648  6.534
C  2.750  -3.939  -8.346
C  -8.619  8.750  0.870
C  -6.058  3.498  1.712
C  -0.888  3.783  -0.030
C  -2.866  -1.546  -3.115
C  -2.748  -0.011  -3.078
C  3.163  -5.818  -6.934
C  -5.612  -3.060  -6.145
C  2.187  -3.846  -6.010
C  -6.730  -4.923  -5.098
C  -4.114  -2.064  -2.352
C  -3.137  -0.710  1.769
C  2.235  -3.245  -7.259
C  -5.942  0.560  -0.251
C  -0.343  -2.180  0.871
C  -9.194  9.410  1.948
C  -9.012  7.412  3.275
C  -3.154  1.637  4.102
C  4.082  -4.633  -2.733
C  -6.198  -3.650  -5.043
C  6.410  -3.255  -6.702
C  -5.955  -2.994  5.488
C  -0.199  1.319  2.840
C  7.015  3.219  4.220
C  4.979  -1.887  6.047
C  -2.094  0.573  4.283
C  3.905  0.442  4.973
C  4.057  -1.959  5.011
C  -6.089  -5.047  -7.413
C  3.490  -3.390  -2.565
C  -6.599  1.943  -0.250
C  5.874  5.332  4.453
C  -5.777  -2.422  4.236
C  -5.554  -3.768  -7.337
C  -4.917  -4.996  4.708
C  13.695  3.509  0.702
H  -3.327  0.016  -0.292
H  0.487  2.245  0.477
H  -2.927  -1.885  -4.149
H  -1.003  -1.448  0.396
H  -3.784  4.183  -0.131
H  -0.280  4.453  -0.656
H  -0.564  3.414  2.992
H  3.800  -6.761  -2.682
H  3.756  -2.925  4.625
H  0.613  -2.139  4.469
H  -2.689  -2.058  -0.745
H  6.912  7.044  3.691
H  -7.477  1.925  -0.899
H  -4.951  -1.377  -2.437
H  -6.407  4.493  1.488
H  -2.805  -1.744  1.665
H  3.491  1.349  4.552
H  -2.609  -0.320  4.650
H  -1.441  0.944  5.058
H  -1.807  2.633  2.048
H  -4.365  -3.000  -2.828
H  8.188  -4.342  -7.199
H  -9.163  6.871  4.200
H  -6.743  -0.180  -0.209
H  -6.115  -1.409  4.048
H  -0.856  -1.646  5.245
H  -3.327  5.876  -0.051
H  -1.943  -1.973  -2.715
H  -7.776  6.894  0.167
H  3.635  -5.790  -9.017
H  1.404  -6.596  -2.031
H  -7.148  1.595  1.864
H  5.006  5.884  4.790
H  5.123  1.471  6.423
H  14.523  4.010  0.218
H  -5.099  3.353  1.199
H  -8.471  9.270  -0.067
H  12.685  0.421  1.683
H  8.925  3.289  3.256
H  -0.864  -3.118  1.056
H  1.872  -2.234  -7.389
H  -7.177  -5.356  -4.213
H  2.614  -5.629  -4.880
H  1.791  -3.305  -5.161
H  5.414  -2.782  6.474
H  -3.746  0.407  -2.966
H  -5.092  -3.321  -8.207
H  -5.664  -4.759  6.695
H  -4.242  -5.020  2.682
H  10.666  4.156  2.085
H  0.496  -2.291  0.193
H  -6.428  -2.429  6.281
H  -9.491  10.446  1.851
H  14.583  1.562  0.554
H  12.571  5.314  0.988
H  9.552  -2.309  -7.535
H  -3.776  -3.424  -0.707
H  -7.099  -6.617  -6.354
H  -1.375  3.058  -0.697
H  0.773  3.853  1.284
H  0.647  1.005  2.225
H  8.864  5.741  2.920
H  -6.047  -5.596  -8.345
H  -5.418  0.470  -1.207
H  7.028  2.149  4.385
H  -2.139  0.328  -2.244
H  -7.999  2.908  1.073
H  -4.392  1.975  2.733
H  -5.904  2.676  -0.671
H  2.785  -3.471  -9.321
H  -3.845  -0.669  2.598
H  5.127  -4.702  -3.009
H  5.796  -4.134  -6.541
H  8.536  -0.075  -7.232
H  -5.032  -2.702  2.243
H  -5.207  -2.059  -6.068
H  0.397  -0.469  4.879
H  -9.832  9.256  3.991
H  6.137  0.118  -6.607
H  1.668  -2.338  -2.091
H  -2.632  4.870  -1.308
H  0.203  1.501  3.833
H  2.805  -0.854  3.663
H  4.072  -2.488  -2.706
H  -5.900  3.376  2.782

E_LUMO = 0.01693 Eh
SMILES string = CCCCO[C@@H](CO[C@@](CCCCOC)(CC(=O)O)N(C)C(C)=O)OCCCCCl.Fc1ccccc1.Fc1ccccc1.Fc1ccccc1.Fc1ccccc1.Fc1ccccc1.Fc1ccccc1.Fc1ccccc1.Fc1ccccc1.Fc1ccccc1
HOMO energy = -8.86 eV
multiplicity = 1
calculated total energy = -131953.70152 eV